{
  "formula": "C5H38N2O13",
  "method": "the ωB97M-V functional and the def2-TZVPD basis",
  "species": ["C", "C", "C", "C", "C", "N", "N", "H", "H", "H", "H", "H", "H", "H", "H", "H", "H", "H", "H", "H", "H", "O", "H", "H", "O", "H", "H", "O", "H", "H", "O", "H", "H", "O", "H", "H", "O", "H", "H", "O", "H", "H", "O", "H", "H", "O", "H", "H", "O", "H", "H", "O", "H", "H", "O", "H", "H", "O"],
  "xyz": [[-1.659, -0.006, -0.964], [-0.582, -0.117, 0.170], [0.481, 0.919, 0.093], [0.252, 2.190, 0.542], [2.006, -0.543, -1.173], [1.812, 0.578, -0.242], [-1.804, 1.312, -1.589], [-1.384, -0.651, -1.804], [-2.684, -0.275, -0.553], [-1.122, -0.067, 1.122], [-0.174, -1.169, 0.138], [-0.632, 2.492, 0.984], [0.974, 2.969, 0.535], [1.581, -0.387, -2.190], [1.566, -1.471, -0.806], [3.124, -0.719, -1.238], [2.372, 1.329, -0.507], [-2.162, 2.023, -0.915], [-0.926, 1.655, -1.867], [-1.920, -2.744, -1.038], [-3.108, -3.613, -0.488], [-2.723, -2.700, -0.486], [0.547, 3.514, -2.487], [0.067, 4.100, -1.182], [0.703, 4.252, -1.889], [3.749, 3.673, -1.190], [2.216, 3.529, -1.497], [3.037, 3.036, -1.331], [0.244, 0.839, 3.663], [-1.314, 0.802, 3.438], [-0.560, 0.403, 3.912], [1.897, 1.339, 2.127], [2.497, 0.394, 3.182], [1.883, 1.125, 3.055], [1.842, 1.835, -3.089], [0.581, 1.115, -3.621], [0.900, 1.848, -3.121], [2.088, -0.889, 1.299], [1.193, -1.594, 2.260], [2.093, -1.644, 1.910], [-0.204, -1.066, -3.485], [-1.058, -0.055, -4.139], [-0.174, -0.401, -4.152], [-2.970, 0.162, 2.291], [-2.526, 1.494, 1.520], [-2.666, 1.097, 2.386], [0.060, -3.067, -1.068], [-0.301, -3.683, -2.367], [-0.431, -2.884, -1.876], [-0.423, -0.955, 3.348], [-0.384, -2.489, 3.685], [-0.383, -1.945, 2.925], [0.053, -3.301, 1.103], [1.505, -2.927, 0.894], [0.747, -3.462, 0.481], [-2.030, -1.754, 2.320], [-2.902, -1.902, 1.032], [-2.867, -1.543, 1.940]],
  "homo_energy_ha": -0.313,
  "gap_ev": 8.71,
  "de_lowest_kj_mol": 136.34,
  "charge": 0,
  "total_energy_ev": -35400.9602
}


{
  "formula": "C16H19ClN4O3S",
  "method": "the ωB97M-V functional and the def2-TZVPD basis",
  "species": ["C", "N", "C", "C", "N", "C", "O", "C", "S", "C", "N", "N", "C", "C", "O", "C", "C", "C", "C", "Cl", "C", "C", "O", "C", "C", "H", "H", "H", "H", "H", "H", "H", "H", "H", "H", "H", "H", "H", "H", "H", "H", "H", "H", "H"],
  "xyz": [[2.606, -4.559, 1.446], [1.934, -3.423, 0.855], [1.713, -3.600, -0.567], [1.137, -2.313, -1.163], [-0.099, -1.985, -0.491], [-1.346, -2.057, -0.986], [-2.343, -1.993, -0.293], [-1.514, -2.208, -2.498], [-0.674, -0.964, -3.550], [-1.112, 0.498, -2.750], [-0.907, 1.706, -3.180], [-1.376, 2.530, -2.226], [-1.841, 1.801, -1.267], [-2.446, 2.220, 0.030], [-1.482, 2.387, 1.045], [-0.717, 3.522, 1.071], [0.105, 3.656, 2.191], [0.911, 4.764, 2.341], [0.899, 5.751, 1.366], [1.903, 7.147, 1.551], [0.096, 5.625, 0.248], [-0.714, 4.511, 0.095], [-1.702, 0.480, -1.539], [0.087, -1.842, 0.941], [0.678, -3.125, 1.520], [2.022, -5.489, 1.368], [2.791, -4.352, 2.499], [3.563, -4.705, 0.947], [2.670, -3.820, -1.045], [1.020, -4.438, -0.771], [0.991, -2.433, -2.234], [1.847, -1.496, -0.994], [-1.131, -3.167, -2.846], [-2.584, -2.155, -2.708], [-3.090, 1.409, 0.382], [-3.034, 3.134, -0.117], [0.092, 2.876, 2.935], [1.543, 4.866, 3.209], [0.100, 6.391, -0.512], [-1.307, 4.416, -0.800], [-0.882, -1.625, 1.391], [0.774, -1.010, 1.118], [0.870, -2.986, 2.585], [-0.052, -3.947, 1.401]],
  "homo_energy_ha": -0.313,
  "gap_ev": 8.93,
  "de_lowest_kj_mol": 258.31,
  "charge": 0,
  "total_energy_ev": -52359.9748,
  "smiles": "CN1CCN(C(=O)CSc2nnc(COc3ccc(Cl)cc3)o2)CC1"
}